[1]
{"formula": "C38H29Cl2N10O2RuS2", "method": "ωB97M-V with the def2-TZVPD basis set", "species": ["Ru", "Cl", "C", "C", "C", "N", "C", "O", "C", "C", "C", "C", "C", "N", "C", "C", "C", "Cl", "N", "C", "O", "C", "C", "C", "C", "C", "N", "H", "H", "H", "H", "H", "H", "H", "H", "H", "H", "S", "C", "N", "N", "C", "C", "C", "C", "C", "C", "N", "N", "C", "C", "C", "C", "C", "C", "H", "H", "H", "H", "H", "H", "H", "H", "H", "H", "H", "N", "C", "S", "N", "C", "C", "C", "C", "C", "C", "H", "H", "H", "H", "H", "H", "H", "H"], "xyz": [[0.4370, -0.6216, -0.3944], [2.5116, -0.5544, 6.1640], [2.5507, -0.4170, 4.4285], [1.3536, -0.3168, 3.7466], [1.3451, -0.2809, 2.3575], [0.1837, -0.2942, 1.5590], [-1.0490, 0.0309, 2.0007], [-1.3969, 0.3953, 3.1099], [-2.0908, -0.1533, 0.9040], [-3.3961, 0.2313, 1.1088], [-4.3214, 0.0075, 0.0994], [-3.9082, -0.6232, -1.0590], [-2.5708, -0.9649, -1.1974], [-1.6745, -0.7131, -0.2398], [2.5385, -0.2888, 1.6233], [3.7403, -0.3386, 2.3357], [3.7438, -0.4259, 3.7177], [5.2742, -0.5446, 4.5319], [2.4214, -0.3690, 0.2084], [3.5196, -0.0556, -0.5472], [4.4074, 0.7299, -0.2504], [3.6799, -0.8485, -1.8111], [4.0784, -0.2280, -2.9828], [4.2444, -1.0079, -4.1103], [4.0344, -2.3751, -4.0156], [3.6697, -2.9053, -2.7901], [3.4912, -2.1597, -1.6978], [0.4209, -0.2902, 4.2890], [-3.6480, 0.6901, 2.0561], [-5.3539, 0.3135, 0.2205], [-4.6021, -0.8525, -1.8591], [-2.1873, -1.4559, -2.0821], [4.6831, -0.3186, 1.8126], [4.2336, 0.8430, -2.9926], [4.5289, -0.5579, -5.0526], [4.1502, -3.0228, -4.8747], [3.5041, -3.9702, -2.6738], [0.5132, -1.0540, -2.7076], [-0.1794, 0.4699, -3.1711], [-0.3803, 0.7247, -4.4381], [-1.0065, 1.8478, -4.8245], [-2.1408, 2.5537, -4.3328], [-2.9199, 2.1825, -3.2425], [-4.0530, 2.9175, -2.9197], [-4.4247, 4.0304, -3.6596], [-3.6487, 4.3939, -4.7505], [-2.5216, 3.6613, -5.0851], [-0.3904, 1.5065, -2.2597], [0.0098, 1.3073, -1.1174], [-0.2089, 2.4322, -0.2322], [0.6044, 2.5469, 0.8846], [0.4077, 3.5957, 1.7732], [-0.5948, 4.5259, 1.5383], [-1.3927, 4.4167, 0.4024], [-1.2015, 3.3742, -0.4877], [-0.8019, 2.0433, -5.7868], [-2.6656, 1.3213, -2.6508], [-4.6515, 2.6093, -2.0680], [-5.3046, 4.6019, -3.3939], [-3.9220, 5.2522, -5.3526], [-1.9207, 3.9525, -5.9414], [1.4095, 1.8412, 1.0337], [1.0390, 3.6772, 2.6502], [-0.7559, 5.3377, 2.2382], [-2.1716, 5.1449, 0.2129], [-1.8252, 3.2642, -1.3656], [2.8628, -3.1674, 0.7095], [1.5802, -3.2507, 1.0518], [0.4058, -3.1388, -0.2136], [1.3305, -3.4814, 2.3457], [0.1337, -3.5005, 3.1183], [0.3265, -3.5483, 4.4965], [-0.7550, -3.5333, 5.3596], [-2.0472, -3.4709, 4.8556], [-2.2324, -3.4376, 3.4816], [-1.1543, -3.4575, 2.6039], [3.0642, -2.7907, -0.2090], [3.5764, -3.0893, 1.4187], [2.1539, -3.4927, 2.9297], [1.3359, -3.5730, 4.8996], [-0.5821, -3.5571, 6.4282], [-2.8962, -3.4450, 5.5266], [-3.2346, -3.3873, 3.0718], [-1.3159, -3.4439, 1.5368]], "mulliken_charge": [-1.116, -0.207, -0.175, -0.751, -0.410, 2.612, -0.380, -0.775, 0.617, -0.859, -0.559, -0.907, -0.892, 1.231, -0.910, -0.566, -0.043, -0.216, 1.642, -0.695, -0.644, 0.552, -0.874, -0.395, -0.644, -0.481, -0.367, 0.697, 0.601, 0.518, 0.509, 0.542, 0.627, 0.475, 0.439, 0.410, 0.432, -0.230, 0.658, -0.967, 0.122, 0.665, -0.102, -0.153, -0.796, -0.481, -0.639, -0.624, 0.822, -0.043, 0.008, -0.510, -0.687, -0.653, -0.197, 0.238, 0.300, 0.427, 0.416, 0.364, 0.344, 0.333, 0.473, 0.392, 0.448, 0.255, -0.287, 0.672, -0.385, -0.039, 0.840, -0.448, -0.662, -0.657, -0.589, -0.481, 0.327, 0.325, 0.262, 0.334, 0.392, 0.393, 0.415, 0.369], "homo_energy_ev": [-7.29, -7.05], "multiplicity": 2, "total_charge": 0}

=====

[2]
{"formula": "C38H29Cl3NO5PRu", "method": "ωB97M-V with the def2-TZVPD basis set", "species": ["Ru", "O", "C", "O", "C", "C", "C", "C", "C", "O", "C", "C", "O", "O", "H", "H", "H", "H", "H", "H", "H", "H", "C", "C", "C", "C", "C", "C", "P", "C", "C", "C", "C", "C", "C", "C", "C", "C", "C", "C", "C", "C", "C", "C", "C", "H", "H", "H", "H", "H", "H", "H", "H", "H", "H", "H", "H", "H", "H", "H", "H", "Cl", "C", "Cl", "Cl", "C", "N", "C", "C", "C", "C", "C", "C", "H", "H", "H", "H", "H"], "xyz": [[0.5759, -1.0624, 0.1252], [1.6404, -1.5162, 4.0468], [1.8912, -1.0066, 2.9654], [2.0520, -1.6033, 1.8355], [2.2002, 0.5448, 2.9749], [3.1291, 0.9062, 1.8044], [3.8306, 2.2438, 2.0759], [2.6540, 3.2324, 1.9118], [1.5162, 2.2780, 1.5072], [2.1941, 1.2603, 0.7691], [0.9985, 1.5154, 2.7362], [-0.3700, 0.8222, 2.4522], [-1.2225, 0.9201, 3.6555], [-0.2890, -0.4176, 2.0037], [2.6674, 0.7275, 3.9409], [3.7774, 0.1036, 1.4745], [4.2849, 2.2725, 3.0651], [4.6049, 2.4198, 1.3286], [2.4169, 3.7749, 2.8269], [2.8402, 3.9566, 1.1175], [0.7622, 2.7552, 0.8901], [0.8333, 2.1797, 3.5845], [-0.2989, 5.3877, -2.1076], [-1.4675, 4.9479, -1.5013], [-1.6051, 3.6183, -1.1306], [-0.5730, 2.7170, -1.3768], [0.5973, 3.1646, -1.9900], [0.7330, 4.4939, -2.3565], [-0.6479, 0.9523, -0.8626], [-1.9313, 1.0535, 0.4116], [-1.4534, 1.6994, 1.6705], [-2.2993, 1.5171, 2.9319], [-3.4946, 0.6247, 2.7732], [-3.8731, 0.1577, 1.5847], [-3.0800, 0.3685, 0.3796], [-1.3323, 0.1538, -2.3417], [-2.1793, 0.7927, -3.2128], [-2.5671, 0.1725, -4.4132], [-2.0782, -1.0631, -4.7313], [-1.2013, -1.7505, -3.8620], [-0.6858, -3.0222, -4.1911], [0.1817, -3.6495, -3.3431], [0.5523, -3.0487, -2.1287], [0.0649, -1.8203, -1.7459], [-0.8228, -1.1432, -2.6307], [-0.1921, 6.4301, -2.3803], [-2.2760, 5.6436, -1.3138], [-2.5156, 3.2770, -0.6531], [1.3998, 2.4544, -2.1601], [1.6464, 4.8344, -2.8277], [-1.1433, 2.7330, 1.5242], [-2.6124, 2.4507, 3.4149], [-4.0341, 0.3771, 3.6804], [-4.7495, -0.4752, 1.5007], [-3.4019, -0.1013, -0.5436], [-2.5458, 1.7861, -2.9873], [-3.2344, 0.6883, -5.0922], [-2.3467, -1.5350, -5.6698], [-0.9843, -3.4831, -5.1256], [0.5828, -4.6241, -3.5903], [1.2398, -3.5821, -1.4830], [5.6721, -2.3187, 0.8258], [4.4976, -2.7756, -0.3498], [4.0364, -4.4425, -0.3428], [5.7858, -2.5777, -2.4826], [3.4816, -1.8777, -0.6201], [2.6493, -1.1205, -0.9167], [-1.8955, -4.9651, 1.5527], [-0.5359, -4.8341, 1.7892], [0.1562, -3.7238, 1.3212], [-0.5164, -2.7380, 0.6099], [-1.8732, -2.8823, 0.3519], [-2.5626, -3.9866, 0.8286], [-2.4352, -5.8236, 1.9337], [-0.0072, -5.5906, 2.3554], [1.2104, -3.6213, 1.5419], [-2.3993, -2.1439, -0.2362], [-3.6229, -4.0835, 0.6269]], "mulliken_charge": [0.023, -0.778, -0.324, -0.328, 0.064, 0.187, -1.049, -1.115, 0.116, -0.287, -0.505, 0.632, -0.625, -0.490, 0.540, 0.158, 0.398, 0.404, 0.368, 0.327, 0.391, 0.491, -0.560, -0.761, -0.170, 0.434, -0.481, -0.744, 1.742, -0.244, -0.411, -0.225, -1.373, -0.454, -0.040, 0.237, -0.271, -0.968, -0.827, 1.152, -0.877, -1.112, 0.660, -0.591, -0.048, 0.397, 0.419, 0.394, 0.439, 0.451, 0.660, 0.376, 0.375, 0.419, 0.576, 0.503, 0.401, 0.394, 0.364, 0.438, 0.340, -0.150, 0.042, -0.156, -0.519, 0.237, -0.633, -0.539, -0.894, -0.005, 0.945, -0.098, -0.945, 0.374, 0.438, 0.427, 0.451, 0.412], "homo_energy_ev": [-4.34, -5.70], "multiplicity": 6, "total_charge": -1}

=====

[3]
{"formula": "C38H29Cl4NPPtSSb", "method": "ωB97M-V with the def2-TZVPD basis set", "species": ["Pt", "Cl", "C", "C", "C", "C", "C", "C", "P", "C", "C", "C", "C", "C", "C", "C", "C", "C", "C", "C", "C", "H", "H", "H", "H", "H", "H", "H", "H", "H", "H", "H", "H", "H", "H", "Cl", "C", "Cl", "Cl", "C", "N", "S", "Sb", "C", "C", "C", "C", "C", "C", "C", "C", "C", "C", "C", "C", "C", "C", "C", "C", "C", "C", "H", "H", "H", "H", "H", "H", "H", "H", "H", "H", "H", "H", "H", "H", "H"], "xyz": [[-0.4027, -0.4757, 0.4817], [1.8747, -1.3390, 0.1779], [2.6474, -0.9188, 1.7097], [3.9988, -0.7193, 1.7538], [4.5632, -0.3354, 2.9790], [3.7724, -0.1376, 4.1009], [2.4017, -0.3544, 4.0376], [1.8331, -0.7896, 2.8371], [0.1156, -1.1559, 2.6961], [-0.1624, -2.8427, 2.3280], [0.8477, -3.8109, 2.4655], [0.5848, -5.0999, 2.0585], [-0.6622, -5.4330, 1.5052], [-1.6578, -4.4757, 1.3488], [-1.4215, -3.1767, 1.7652], [-0.7943, -0.5815, 4.0577], [-1.3382, -1.5106, 4.9678], [-1.9662, -1.0274, 6.0965], [-2.1139, 0.3484, 6.2838], [-1.5889, 1.2674, 5.3698], [-0.9468, 0.8121, 4.2407], [4.6197, -0.8504, 0.8770], [5.6325, -0.1761, 3.0363], [4.2207, 0.1926, 5.0286], [1.7823, -0.2072, 4.9128], [1.8058, -3.5608, 2.9034], [1.3475, -5.8601, 2.1662], [-0.8573, -6.4587, 1.2177], [-2.6186, -4.7482, 0.9335], [-2.2143, -2.4408, 1.7180], [-1.2374, -2.5769, 4.8133], [-2.3517, -1.7222, 6.8308], [-2.6593, 0.7088, 7.1468], [-1.6861, 2.3297, 5.5479], [-0.5446, 1.5151, 3.5194], [-5.5289, -0.0314, 1.9676], [-5.0138, -0.1960, 0.3029], [-5.4284, 1.2042, -0.6631], [-5.5924, -1.6875, -0.4183], [-3.5365, -0.2825, 0.3186], [-2.3977, -0.3937, 0.3055], [0.2301, 1.6523, -0.1812], [0.3401, 1.6273, -2.6195], [-0.3232, -0.3236, -3.0211], [0.5851, -1.2891, -3.4515], [0.1034, -2.5518, -3.7759], [-1.2561, -2.8297, -3.6734], [-2.1504, -1.8547, -3.2417], [-1.6908, -0.5861, -2.9109], [-0.9603, 3.1693, -3.1464], [-0.6790, 4.4394, -2.6445], [-1.5317, 5.4759, -2.9939], [-2.6233, 5.2313, -3.8215], [-2.8822, 3.9536, -4.3076], [-2.0457, 2.8973, -3.9740], [2.3584, 2.0031, -3.0001], [2.6893, 3.1836, -3.6564], [4.0311, 3.4255, -3.9219], [4.9971, 2.5072, -3.5319], [4.6406, 1.3290, -2.8783], [3.3092, 1.0653, -2.5994], [1.6380, -1.0670, -3.5739], [0.7886, -3.3095, -4.1331], [-1.6262, -3.8066, -3.9561], [-3.2098, -2.0722, -3.1893], [-2.3911, 0.1831, -2.6035], [0.1712, 4.6346, -2.0011], [-1.3361, 6.4722, -2.6210], [-3.2727, 6.0497, -4.1017], [-3.7238, 3.7763, -4.9638], [-2.2322, 1.9128, -4.3837], [1.9410, 3.8986, -3.9754], [4.3129, 4.3318, -4.4406], [6.0388, 2.7076, -3.7433], [5.4009, 0.6136, -2.5944], [3.0329, 0.1479, -2.0943]], "mulliken_charge": [1.070, -0.130, 0.799, -0.741, -0.635, -0.864, -0.654, 0.371, 0.701, 0.691, -0.644, -0.733, -0.577, -0.972, -0.157, 0.712, -0.366, -0.839, -0.461, -0.806, -0.292, 0.557, 0.468, 0.479, 0.537, 0.560, 0.508, 0.495, 0.535, 0.562, 0.499, 0.475, 0.477, 0.481, 0.494, -0.025, 0.950, -0.024, -0.021, -0.151, -0.315, -0.403, 1.784, 0.471, -0.629, -0.698, -0.757, -0.815, -0.799, 0.825, -0.533, -0.764, -0.567, -0.785, -0.385, 0.873, -0.583, -0.670, -0.656, -0.741, -0.199, 0.545, 0.505, 0.498, 0.528, 0.784, 0.455, 0.437, 0.449, 0.464, 0.493, 0.486, 0.441, 0.432, 0.451, 0.052], "homo_energy_ev": -18.68, "multiplicity": 1, "total_charge": 4}

=====

no.,largest force on an atom (eV/A)
1,1.98
2,2.14
3,2.08